[1]
{"formula": "C4H16NO2S", "method": "ωB97M-V/def2-TZVPD", "species": ["C", "C", "C", "S", "C", "N", "H", "H", "H", "H", "H", "H", "H", "H", "H", "H", "H", "H", "H", "H", "O", "H", "H", "O"], "xyz": [[0.516, -0.536, -3.372], [2.275, 2.727, 3.803], [3.013, 1.855, 3.120], [-0.169, 0.499, 1.168], [-1.366, 1.023, -0.030], [-0.855, -0.132, -3.227], [0.964, -0.738, -2.388], [1.112, 0.228, -3.860], [1.276, 3.009, 3.482], [2.608, 3.103, 4.764], [2.544, 1.092, 2.498], [4.063, 1.657, 3.304], [-1.642, 0.180, -0.702], [-1.116, 1.913, -0.606], [-2.337, 1.224, 0.476], [-1.409, -0.844, -2.761], [0.636, -1.535, -3.836], [-1.267, 0.070, -4.125], [-0.797, -1.468, 1.464], [-1.066, -2.927, 2.230], [-1.078, -2.387, 1.431], [-1.507, -2.459, -0.352], [-2.354, -3.217, -1.332], [-2.043, -2.336, -1.147]], "forces_ev_per_angstrom": [[0.5, -0.6, 0.8], [0.0, -0.3, 0.1], [-0.2, -0.9, 0.3], [-0.9, 1.2, -1.3], [0.8, 0.0, 0.3], [-0.1, -0.5, 0.2], [-0.1, 0.3, 0.1], [0.0, -0.1, -0.2], [-0.1, -0.3, 0.2], [0.3, 0.7, -0.4], [0.1, 0.7, -0.7], [-0.1, 0.1, 0.4], [0.0, -0.2, 0.1], [0.3, 0.0, 0.2], [0.1, -0.4, 0.2], [-0.1, -0.1, 0.0], [-0.1, 0.4, -0.4], [-0.3, 0.4, -0.1], [0.0, -0.4, 1.2], [0.3, 0.8, 0.1], [-0.3, -0.8, -1.0], [-0.1, -0.1, 0.3], [-0.3, -0.4, -0.3], [0.4, 0.7, -0.2]], "nbo_charge": [-0.43, -0.35, -0.35, 0.56, -0.88, -0.70, 0.20, 0.22, 0.19, 0.22, 0.17, 0.21, 0.34, 0.27, 0.35, 0.40, 0.23, 0.38, 0.46, 0.51, -0.99, 0.50, 0.49, -0.99], "charge": 1, "multiplicity": 1, "lumo_ev": -9.4, "e_above_lowest_kcal_mol": 164.6}


[2]
{"formula": "C28H65NO7P", "method": "ωB97M-V/def2-TZVPD", "species": ["O", "C", "C", "C", "C", "C", "C", "C", "N", "C", "C", "C", "P", "H", "H", "H", "H", "H", "H", "H", "H", "H", "H", "H", "H", "H", "H", "H", "H", "H", "C", "C", "C", "O", "H", "H", "H", "H", "H", "H", "H", "H", "C", "C", "C", "O", "H", "H", "H", "H", "H", "H", "H", "H", "C", "C", "C", "O", "H", "H", "H", "H", "H", "H", "H", "H", "C", "C", "C", "O", "H", "H", "H", "H", "H", "H", "H", "H", "C", "C", "C", "O", "H", "H", "H", "H", "H", "H", "H", "H", "C", "C", "C", "O", "H", "H", "H", "H", "H", "H", "H", "H"], "xyz": [[2.871, -2.249, 5.757], [3.086, -1.578, 4.561], [3.659, -2.239, 3.482], [3.879, -1.554, 2.294], [3.552, -0.209, 2.191], [3.006, 0.444, 3.291], [2.748, -0.225, 4.488], [2.116, 0.473, 5.673], [0.664, 0.290, 5.740], [-0.064, 0.789, 4.586], [-0.747, -0.301, 3.756], [-2.080, -0.777, 4.385], [-3.129, -1.494, 3.101], [2.286, -2.996, 5.592], [3.935, -3.283, 3.585], [4.327, -2.073, 1.457], [3.750, 0.326, 1.271], [2.778, 1.505, 3.235], [2.538, 0.082, 6.598], [2.338, 1.540, 5.631], [0.450, -0.675, 5.947], [0.620, 1.303, 3.910], [-0.816, 1.523, 4.905], [-0.064, -1.147, 3.651], [-0.956, 0.117, 2.766], [-1.915, -1.580, 5.107], [-2.618, 0.030, 4.882], [-2.641, -1.052, 1.869], [-4.462, -1.109, 3.237], [-3.026, -2.883, 3.080], [-1.402, 0.887, -2.437], [-2.089, 0.297, -1.222], [-2.475, 1.373, -0.228], [-1.259, -0.671, -0.553], [-0.480, 1.399, -2.147], [-1.135, 0.105, -3.148], [-2.051, 1.606, -2.938], [-2.978, -0.253, -1.532], [-1.586, 1.901, 0.129], [-2.964, 0.921, 0.640], [-3.155, 2.109, -0.655], [-0.457, -0.213, -0.274], [1.370, -3.627, -3.195], [1.410, -4.039, -1.733], [0.166, -4.817, -1.333], [1.577, -2.896, -0.893], [0.511, -2.975, -3.380], [2.272, -3.076, -3.462], [1.286, -4.494, -3.850], [2.295, -4.652, -1.553], [-0.724, -4.195, -1.468], [0.220, -5.109, -0.284], [0.049, -5.717, -1.938], [0.811, -2.326, -1.029], [-6.819, 2.520, -3.380], [-5.377, 2.956, -3.183], [-5.274, 4.460, -2.983], [-4.567, 2.539, -4.286], [-7.235, 2.991, -4.274], [-6.880, 1.439, -3.517], [-7.433, 2.808, -2.526], [-4.958, 2.446, -2.311], [-5.650, 4.983, -3.866], [-4.234, 4.758, -2.838], [-5.859, 4.782, -2.121], [-4.908, 2.977, -5.073], [8.589, -1.844, -0.646], [7.828, -1.292, 0.547], [7.356, -2.394, 1.481], [6.714, -0.508, 0.105], [7.946, -2.504, -1.235], [8.916, -1.032, -1.296], [9.467, -2.411, -0.334], [8.465, -0.598, 1.098], [6.673, -3.065, 0.950], [6.817, -1.968, 2.328], [8.188, -2.989, 1.858], [6.137, -1.093, -0.399], [-10.991, 4.173, -0.209], [-9.533, 3.786, -0.027], [-9.085, 3.937, 1.419], [-8.696, 4.550, -0.896], [-11.140, 5.222, 0.063], [-11.292, 4.051, -1.249], [-11.644, 3.564, 0.417], [-9.392, 2.751, -0.344], [-9.179, 4.979, 1.737], [-8.039, 3.649, 1.528], [-9.690, 3.323, 2.087], [-8.792, 5.478, -0.657], [6.124, -1.991, -3.657], [7.069, -0.896, -4.132], [6.431, 0.480, -4.029], [7.499, -1.159, -5.464], [5.225, -2.018, -4.281], [6.603, -2.968, -3.729], [5.814, -1.829, -2.623], [7.978, -0.915, -3.530], [5.539, 0.532, -4.661], [7.126, 1.247, -4.369], [6.140, 0.705, -3.001], [6.724, -1.149, -6.036]], "forces_ev_per_angstrom": [[-0.3, 0.2, 0.0], [-0.1, -0.1, -0.1], [-0.1, 0.1, 0.0], [0.0, -0.1, 0.0], [0.0, 0.0, 0.1], [0.0, -0.1, 0.0], [0.3, 0.0, 0.0], [0.1, -0.3, -0.1], [-0.1, 0.2, 0.1], [0.0, -0.2, 0.1], [-0.2, 0.3, 0.1], [0.3, -0.3, 0.0], [0.5, 0.3, 0.1], [0.3, -0.1, 0.0], [0.0, 0.0, 0.0], [0.0, 0.0, 0.0], [0.0, 0.0, 0.1], [0.1, 0.0, 0.0], [0.0, 0.1, 0.0], [-0.1, 0.0, 0.0], [0.0, 0.0, 0.0], [0.0, 0.0, 0.1], [0.0, 0.0, -0.1], [0.0, 0.0, -0.2], [0.1, -0.1, 0.0], [-0.1, 0.2, 0.2], [0.0, 0.0, -0.1], [-0.2, 0.0, -0.2], [-0.1, -0.2, -0.1], [-0.2, -0.1, 0.0], [0.1, -0.1, -0.1], [0.1, 0.2, 0.0], [-0.1, 0.0, 0.3], [0.0, -0.1, 0.1], [0.0, 0.0, 0.0], [0.0, 0.0, 0.0], [0.0, 0.0, 0.0], [0.0, -0.1, 0.0], [0.0, 0.0, -0.1], [-0.1, 0.1, 0.0], [0.0, 0.0, 0.0], [0.0, 0.0, -0.1], [0.1, 0.1, 0.0], [-0.1, 0.0, -0.1], [0.0, 0.0, 0.1], [0.0, 0.0, 0.1], [0.0, 0.0, 0.0], [0.0, 0.0, 0.0], [0.0, 0.0, 0.0], [0.0, 0.0, 0.0], [0.0, 0.0, 0.0], [0.0, 0.0, 0.0], [0.0, 0.0, 0.0], [-0.1, 0.0, 0.0], [0.0, -0.2, 0.1], [-0.2, 0.2, -0.2], [0.1, 0.0, 0.1], [0.1, -0.1, 0.2], [0.0, 0.1, 0.0], [0.0, 0.0, 0.0], [0.0, 0.1, 0.0], [0.0, -0.1, 0.0], [-0.1, 0.0, 0.0], [0.0, 0.0, 0.0], [0.0, 0.0, 0.0], [0.0, 0.0, 0.0], [0.0, 0.1, -0.1], [-0.1, -0.2, -0.1], [-0.1, 0.0, 0.1], [0.0, 0.1, 0.1], [0.0, -0.1, 0.0], [0.0, 0.0, 0.0], [0.0, 0.0, 0.0], [0.0, 0.1, 0.0], [0.0, 0.0, 0.0], [0.0, 0.0, 0.0], [0.0, 0.0, 0.0], [0.0, 0.0, 0.0], [0.0, 0.0, -0.1], [-0.1, 0.1, 0.1], [0.1, 0.0, 0.0], [0.1, -0.1, 0.0], [0.0, 0.0, 0.0], [0.0, 0.0, 0.0], [0.0, 0.0, 0.0], [0.0, 0.0, 0.0], [0.0, 0.0, 0.0], [0.0, 0.0, 0.0], [0.0, 0.0, 0.0], [0.0, 0.0, 0.0], [0.1, -0.1, 0.0], [-0.3, 0.0, 0.0], [0.1, 0.0, 0.0], [0.1, 0.0, 0.1], [0.0, 0.1, 0.0], [0.0, 0.0, 0.0], [0.0, 0.0, 0.0], [0.0, 0.0, 0.0], [0.0, 0.0, 0.0], [0.0, 0.0, 0.0], [0.0, 0.0, 0.0], [0.0, 0.0, 0.0]], "mulliken_charge": [-0.58, 0.73, -0.87, -0.46, -1.33, 0.06, 0.61, -1.55, -0.25, -0.84, -0.35, -0.49, 0.14, 0.31, 0.47, 0.67, 0.51, 0.48, 0.47, 0.40, 0.27, 0.13, 0.48, 0.34, 0.22, 0.39, 0.47, 0.11, 0.18, 0.19, -1.27, 0.36, -0.94, -0.45, 0.35, 0.30, 0.33, 0.23, 0.35, 0.15, 0.31, 0.30, -1.07, 0.40, -1.24, -0.37, 0.24, 0.19, 0.40, 0.31, 0.25, 0.29, 0.40, 0.24, -1.19, 0.89, -1.28, -0.53, 0.36, 0.38, 0.12, -0.11, 0.37, 0.36, 0.29, 0.34, -1.16, 0.39, -1.13, -0.49, 0.24, 0.27, 0.42, 0.31, 0.28, 0.20, 0.44, 0.24, -1.35, 0.55, -1.35, -0.50, 0.36, 0.33, 0.38, 0.23, 0.35, 0.31, 0.39, 0.31, -0.98, 0.61, -1.22, -0.56, 0.41, 0.32, 0.05, 0.06, 0.34, 0.33, 0.30, 0.35], "charge": 1, "multiplicity": 1, "lumo_ev": -3.3}


[3]
{"formula": "C20H32O7S", "method": "ωB97M-V/def2-TZVPD", "species": ["C", "O", "C", "C", "C", "C", "C", "C", "C", "C", "C", "C", "C", "C", "S", "C", "O", "O", "H", "H", "H", "H", "H", "H", "H", "H", "H", "H", "H", "H", "H", "H", "H", "H", "H", "H", "H", "H", "H", "H", "H", "H", "H", "H", "H", "H", "C", "C", "C", "O", "C", "C", "C", "O", "O", "O", "H", "H", "H", "H"], "xyz": [[0.910, 4.486, 1.043], [0.195, 5.203, 0.042], [-1.198, 4.980, 0.117], [-1.630, 3.499, -0.114], [-2.457, 3.299, -1.418], [-1.712, 2.557, -2.573], [-0.207, 2.866, -2.697], [0.401, 1.882, -3.781], [1.660, 1.145, -3.237], [1.339, -0.198, -2.498], [1.933, -0.258, -1.064], [0.938, 0.103, 0.060], [-0.340, -0.786, 0.092], [-1.566, 0.029, 0.581], [-2.501, -0.851, 1.903], [-1.558, -0.342, 3.489], [-0.698, -1.148, 3.824], [-1.857, 0.702, 4.012], [1.715, 5.097, 1.472], [1.406, 3.626, 0.551], [0.248, 4.066, 1.815], [-1.648, 5.592, -0.678], [-1.646, 5.331, 1.063], [-2.292, 3.231, 0.727], [-0.799, 2.788, -0.082], [-3.320, 2.665, -1.146], [-2.879, 4.250, -1.767], [-2.176, 2.909, -3.512], [-1.931, 1.480, -2.515], [-0.038, 3.877, -3.090], [0.368, 2.685, -1.782], [0.677, 2.470, -4.665], [-0.338, 1.103, -4.020], [2.365, 0.934, -4.053], [2.166, 1.827, -2.535], [1.813, -1.001, -3.086], [0.263, -0.430, -2.510], [2.390, -1.242, -0.877], [2.751, 0.479, -1.004], [0.690, 1.176, 0.018], [1.453, -0.052, 1.022], [-0.160, -1.545, 0.863], [-0.533, -1.327, -0.840], [-2.259, 0.292, -0.227], [-1.165, 0.928, 1.061], [-3.750, -0.315, 1.951], [0.665, -6.912, 1.767], [-0.135, -5.885, 1.461], [0.228, -4.474, 1.812], [-0.529, -3.576, 1.492], [1.472, -4.240, 2.528], [2.273, -5.268, 2.839], [1.925, -6.677, 2.464], [2.698, -7.570, 2.755], [3.420, -5.098, 3.495], [-1.297, -6.056, 0.826], [0.416, -7.934, 1.518], [1.712, -3.219, 2.791], [3.805, -5.990, 3.591], [-1.676, -5.162, 0.726]], "forces_ev_per_angstrom": [[0.4, -0.7, -0.6], [-0.1, 0.1, 0.7], [-0.3, -0.4, -0.6], [-1.0, 0.4, 0.0], [0.1, -0.9, 0.2], [-0.3, 1.3, 0.2], [0.0, -1.5, -1.4], [0.5, 0.1, 0.9], [-0.5, 0.0, 0.1], [0.8, 0.1, -0.1], [-0.3, 0.3, -0.1], [0.1, -0.5, -0.1], [0.0, 0.0, 1.0], [0.4, 0.4, 0.0], [-0.5, -1.5, -1.4], [2.8, 0.5, 3.8], [-0.8, -0.8, -1.9], [-1.6, 1.0, -1.1], [-0.4, 0.1, 0.0], [-0.1, 0.2, 0.3], [0.2, 0.4, 0.0], [0.3, -0.1, 0.2], [0.5, 0.0, 0.0], [0.3, 0.0, -0.2], [0.0, 0.4, 0.0], [0.1, 0.3, -0.2], [0.2, -0.1, 0.1], [0.1, -0.4, 0.2], [0.4, 0.2, 0.1], [-0.1, -0.1, 0.6], [-0.4, 0.4, 0.0], [-0.3, -0.4, 0.0], [0.1, 0.4, -0.3], [-0.2, 0.1, 0.2], [0.0, -0.2, -0.3], [-0.3, 0.2, 0.2], [0.2, 0.3, 0.1], [-0.3, 0.2, 0.0], [-0.1, -0.4, 0.0], [0.0, -0.3, -0.2], [-0.2, 0.2, -0.2], [0.0, 0.0, -0.4], [-0.1, 0.3, 0.2], [0.1, 0.0, 0.3], [-0.5, 0.0, -0.1], [0.7, 0.5, -0.1], [0.2, -0.1, 0.1], [-0.2, -0.5, -0.1], [0.4, 0.4, 0.4], [-0.3, -0.4, -0.2], [-0.1, 0.1, -0.1], [0.1, 0.5, 0.1], [-0.4, -0.3, -0.2], [0.2, 0.2, 0.1], [-0.1, -0.4, -0.2], [0.2, 0.4, 0.1], [0.0, 0.0, 0.0], [0.0, 0.0, 0.1], [0.1, 0.0, 0.0], [0.0, 0.0, 0.0]], "nbo_charge": [-0.26, -0.54, -0.06, -0.45, -0.40, -0.40, -0.41, -0.39, -0.40, -0.41, -0.39, -0.40, -0.44, -0.50, 0.37, 0.70, -0.65, -0.63, 0.19, 0.16, 0.18, 0.18, 0.17, 0.21, 0.21, 0.20, 0.20, 0.21, 0.19, 0.22, 0.19, 0.21, 0.19, 0.21, 0.19, 0.21, 0.19, 0.20, 0.21, 0.19, 0.22, 0.26, 0.21, 0.24, 0.24, 0.16, -0.40, 0.38, 0.46, -0.55, -0.38, 0.32, 0.47, -0.53, -0.62, -0.65, 0.24, 0.26, 0.51, 0.50], "charge": 0, "multiplicity": 1, "lumo_ev": -1.5, "e_above_lowest_kcal_mol": 7.2}


[4]
{"formula": "C3H18NO4", "method": "ωB97M-V/def2-TZVPD", "species": ["C", "C", "C", "N", "H", "H", "H", "H", "H", "H", "H", "H", "H", "H", "H", "H", "O", "H", "H", "O", "H", "H", "O", "H", "H", "O"], "xyz": [[-0.004, -1.521, 1.867], [0.692, -1.039, 0.569], [0.718, -2.054, -0.700], [-0.090, 0.200, 0.103], [-1.053, -1.372, 2.056], [0.174, -2.695, 1.948], [0.432, -1.181, 2.730], [1.852, -0.780, 0.884], [-0.114, -2.792, -0.454], [1.555, -2.752, -0.685], [0.664, -1.701, -1.721], [-0.002, 0.957, 0.823], [0.161, 0.468, -0.885], [-1.089, 0.088, 0.208], [2.885, 1.081, -2.405], [2.317, 2.528, -2.310], [2.212, 1.654, -2.000], [-3.833, 0.933, -0.128], [-3.394, 1.528, 1.289], [-3.283, 0.700, 0.679], [-1.157, 0.885, -3.503], [-2.190, 0.008, -2.684], [-1.273, 0.545, -2.579], [1.424, 2.723, 1.921], [1.173, 1.745, 2.945], [1.222, 1.843, 2.032]], "forces_ev_per_angstrom": [[0.5, -4.2, -1.7], [1.8, 0.1, -0.6], [-1.3, -1.5, 2.8], [1.2, 0.6, 0.5], [-0.7, 0.2, -0.9], [-0.5, 2.3, -0.3], [1.5, 1.2, 1.9], [-3.2, 0.0, -1.1], [0.5, 1.1, -0.9], [0.5, 0.5, 0.4], [-0.3, 0.7, 0.1], [1.2, -0.1, -0.9], [-0.4, 0.2, 1.2], [-0.8, -0.8, -0.7], [-0.3, 0.6, 0.1], [0.4, 1.3, -0.7], [-0.3, -2.1, 0.7], [0.9, -0.4, 1.5], [0.2, -2.3, -1.7], [-0.9, 2.6, 0.2], [0.0, -0.3, 1.2], [3.2, 1.8, 0.4], [-3.2, -1.5, -1.6], [0.8, 3.2, -0.7], [-0.2, -0.5, 2.6], [-0.7, -2.7, -1.8]], "nbo_charge": [-0.66, -0.04, -0.65, -0.73, 0.23, 0.24, 0.23, 0.25, 0.22, 0.24, 0.24, 0.46, 0.48, 0.45, 0.49, 0.48, -0.97, 0.49, 0.49, -0.97, 0.49, 0.49, -0.98, 0.48, 0.48, -0.94], "charge": 1, "multiplicity": 1, "lumo_ev": -2.7, "e_above_lowest_kcal_mol": 48.8}


HOMO in eV, matching the order above: -12.733, -10.957, -9.645, -14.858
Strongest force on any atom in eV/Å, matching the order above: 1.976, 0.621, 4.706, 4.573
Calculated total energy in eV, matching the order above: -20815.10637, -55193.86294, -46423.87270, -13076.32212